Record 1
Entry from OMol25: C13H10AuCl5N as an isolated structure (wB97M-V/def2-TZVPD).

Each line ends with the natural charge from an NBO analysis.
CARTESIAN COORDINATES (ANGSTROEM)
C: -0.723 1.608 -3.554  -0.171
C: 0.626 1.421 -3.347  -0.300
C: 0.889 1.474 -1.948  -0.265
C: -0.334 1.537 -1.281  -0.327
C: -1.468 1.412 -2.281  -0.250
Au: -0.723 -0.711 -0.485  0.915
N: -2.575 0.467 -2.196  -1.002
C: 0.429 -2.205 -1.142  -0.750
C: 1.636 -1.727 -0.596  -0.487
H: 1.894 1.403 -1.521  0.210
H: 1.385 1.243 -4.114  0.199
H: -0.469 1.863 -0.233  0.225
H: -2.440 2.011 -2.029  0.339
H: -1.251 1.599 -4.482  0.194
H: 2.276 -1.220 -1.261  0.181
H: -0.327 -2.808 -0.627  0.221
H: -2.137 -0.394 -2.406  0.276
H: 2.052 -2.108 0.288  0.182
H: 0.229 -2.164 -2.225  0.214
Cl: -1.813 -2.542 1.917  0.013
C: -0.790 -1.240 2.457  -0.074
C: -0.213 -0.423 1.488  -0.312
C: 0.764 0.420 2.011  -0.075
Cl: 1.934 1.194 1.000  0.032
C: 0.916 0.706 3.412  -0.092
Cl: 1.910 2.006 3.959  0.033
C: 0.192 -0.046 4.349  -0.107
Cl: 0.342 0.262 6.019  0.045
C: -0.649 -1.053 3.865  -0.111
Cl: -1.563 -1.986 4.964  0.042

Its spin multiplicity is 3. The HOMO-LUMO gap (alpha / beta) comes out at 4.794 / 5.079 eV. For the HOMO energy (alpha / beta), the calculation gives -0.0851 / -0.1269 Ha. The total charge is -1. The calculated total energy comes out at -2992.49079 a.u. As for the energy relative to the best compared isomer or geometry (same formula, charge and spin): 71.3 kcal per mole.

Record 2
Entry from OMol25: C13H10AuN3O2S3Sb as an isolated structure (wB97M-V/def2-TZVPD).

Each line ends with the natural charge from an NBO analysis.
CARTESIAN COORDINATES (ANGSTROEM)
Au: 1.439 0.226 -1.093  1.063
O: -3.353 -0.477 1.679  -0.645
C: -3.614 -1.047 0.482  0.429
C: -4.898 -1.462 0.140  -0.327
C: -5.152 -2.043 -1.087  -0.166
C: -4.125 -2.226 -2.002  -0.259
C: -2.845 -1.840 -1.670  -0.130
C: -2.570 -1.253 -0.435  -0.231
C: -1.179 -0.885 -0.173  0.600
O: -0.250 -1.357 -0.857  -0.692
N: -0.935 -0.031 0.841  -0.402
N: 0.274 0.363 0.945  -0.266
C: 0.931 0.815 1.944  -0.056
C: 2.339 1.052 1.760  0.180
C: 3.101 1.776 2.680  -0.235
C: 4.451 1.952 2.446  -0.137
C: 5.014 1.367 1.318  -0.272
C: 4.193 0.655 0.460  0.072
N: 2.894 0.508 0.666  -0.492
H: -4.173 -0.381 2.181  0.475
H: -5.707 -1.327 0.847  0.205
H: -6.156 -2.356 -1.330  0.213
H: -4.324 -2.669 -2.964  0.215
H: -2.023 -1.972 -2.357  0.235
H: 0.477 0.952 2.919  0.185
H: 2.617 2.204 3.543  0.228
H: 5.053 2.536 3.126  0.224
H: 6.066 1.473 1.102  0.230
H: 4.577 0.190 -0.434  0.219
S: 3.217 0.875 -5.329  -0.301
Sb: 1.592 2.075 -4.127  0.882
S: 2.718 2.137 -1.958  -0.563
S: 0.348 0.170 -3.263  -0.481

Its spin multiplicity is 2. The HOMO-LUMO gap (alpha / beta) comes out at 5.588 / 5.303 eV. For the HOMO energy (alpha / beta), the calculation gives -0.2861 / -0.2862 Ha. The total charge is 0. The calculated total energy comes out at -2386.57917 a.u. As for the energy relative to the best compared isomer or geometry (same formula, charge and spin): 18.9 kcal per mole.

Record 3
Entry from OMol25: C13H10BrI as an isolated structure (wB97M-V/def2-TZVPD).

Each line ends with the natural charge from an NBO analysis.
CARTESIAN COORDINATES (ANGSTROEM)
C: -0.961 -3.826 -0.163  -0.205
C: -0.752 3.846 0.029  -0.203
C: 0.473 -3.789 -0.177  -0.193
C: -1.620 -2.539 -0.109  -0.188
C: -0.412 3.174 -1.154  -0.208
C: -0.599 3.205 1.226  -0.214
C: 1.199 -2.604 -0.112  -0.192
C: -0.843 -1.380 0.049  -0.198
C: 0.113 1.909 -1.052  -0.236
C: 0.046 2.020 1.409  -0.237
C: 0.555 -1.424 -0.020  -0.195
C: 0.473 1.397 0.213  -0.011
C: 1.315 -0.156 0.082  -0.131
Br: 2.418 -0.149 1.789  -0.004
I: 2.876 0.069 -1.436  0.161
H: -1.669 -4.620 -0.239  0.222
H: -1.297 4.848 0.084  0.222
H: 1.065 -4.685 -0.383  0.216
H: -2.744 -2.593 -0.138  0.220
H: -0.355 3.496 -2.130  0.217
H: -0.928 3.880 2.068  0.218
H: 2.269 -2.717 -0.272  0.233
H: -1.225 -0.372 0.061  0.229
H: 0.390 1.431 -2.020  0.230
H: 0.214 1.579 2.394  0.246

The HOMO-LUMO gap comes out at 9.193 eV. For the HOMO energy, the calculation gives -0.3378 Ha. The total charge is 0. The calculated total energy comes out at -3373.01601 a.u. As for the energy relative to the best compared isomer or geometry (same formula, charge and spin): 6.9 kcal per mole.

Record 4
Entry from OMol25: a 7-piece molecular cluster, C13H10Cl24NO6P overall (wB97M-V/def2-TZVPD).

Each line ends with the natural charge from an NBO analysis.
CARTESIAN COORDINATES (ANGSTROEM)
C: -0.177 -2.516 3.040  -0.645
C: -1.079 -1.370 2.552  -0.225
N: -0.507 -0.606 1.430  -0.606
C: -0.613 -1.186 0.185  0.117
C: 0.294 -1.718 -0.655  -0.142
C: 1.774 -1.919 -0.590  -0.876
P: 2.810 -0.460 -0.626  2.357
O: 4.203 -0.855 -0.871  -1.073
O: 2.190 0.452 -1.785  -0.986
O: 2.706 0.374 0.745  -0.980
C: -0.433 -2.164 -1.859  0.775
O: -0.019 -2.701 -2.821  -0.503
O: -1.776 -1.839 -1.721  -0.518
C: -1.959 -1.293 -0.468  0.756
O: -3.025 -1.011 -0.045  -0.496
H: -0.769 -3.405 3.260  0.227
H: 0.599 -2.768 2.315  0.206
H: 0.300 -2.222 3.977  0.217
H: -1.214 -0.665 3.374  0.207
H: -2.077 -1.719 2.291  0.225
H: 0.437 -0.298 1.637  0.374
H: 2.066 -2.450 -1.502  0.302
H: 2.068 -2.558 0.247  0.276
H: 2.099 1.366 -1.473  0.509
H: 1.966 1.000 0.784  0.499
Cl: -6.220 -4.036 -3.641  0.045
C: -5.227 -2.735 -4.312  -0.230
Cl: -6.171 -1.240 -4.347  0.045
Cl: -3.797 -2.503 -3.313  0.083
Cl: -4.746 -3.159 -5.960  0.049
Cl: -4.562 -5.483 2.228  0.066
C: -2.943 -5.677 1.559  -0.225
Cl: -2.577 -4.309 0.496  0.043
Cl: -1.765 -5.702 2.878  0.052
Cl: -2.854 -7.175 0.641  0.071
Cl: 2.329 4.666 -2.563  0.049
C: 4.055 4.316 -2.712  -0.229
Cl: 4.977 5.618 -1.951  0.055
Cl: 4.428 2.788 -1.910  0.058
Cl: 4.483 4.203 -4.418  0.065
Cl: 1.333 3.364 5.111  0.067
C: 2.188 1.896 4.642  -0.222
Cl: 3.662 2.299 3.765  0.073
Cl: 2.588 0.951 6.074  0.069
Cl: 1.129 0.942 3.583  0.017
Cl: -0.391 5.735 2.303  0.064
C: 1.235 5.574 1.641  -0.224
Cl: 1.500 6.807 0.411  0.070
Cl: 2.422 5.751 2.929  0.069
Cl: 1.402 3.969 0.899  0.020
Cl: -1.203 3.772 -4.737  0.066
C: -1.273 3.134 -3.096  -0.228
Cl: -2.775 2.243 -2.860  0.072
Cl: 0.097 2.049 -2.829  0.042
Cl: -1.186 4.471 -1.937  0.048

The HOMO-LUMO gap comes out at 8.951 eV. Its structure (SMILES) is CCNC1=C(CP(=O)(O)O)C(=O)OC1=O.ClC(Cl)(Cl)Cl.ClC(Cl)(Cl)Cl.ClC(Cl)(Cl)Cl.ClC(Cl)(Cl)Cl.ClC(Cl)(Cl)Cl.ClC(Cl)(Cl)Cl. For the HOMO energy, the calculation gives -0.3587 Ha. The total charge is 0. The calculated total energy comes out at -12393.57326 a.u.

Record 5
Entry from OMol25: a 2-piece molecular cluster, C13H10Cl6FO5 overall (wB97M-V/def2-TZVPD).

Each line ends with the natural charge from an NBO analysis.
CARTESIAN COORDINATES (ANGSTROEM)
Cl: -0.418 0.122 -0.087  0.068
C: -0.462 -2.080 3.628  -0.216
Cl: -1.440 -2.991 2.560  0.001
C: 0.989 -2.348 3.553  0.417
O: 1.499 -2.841 2.540  -0.665
C: 1.778 -1.782 4.664  -0.232
Cl: 3.428 -2.112 4.658  0.021
C: 1.217 -0.828 5.501  -0.055
Cl: 2.229 -0.026 6.622  0.009
C: -0.092 -0.304 5.244  -0.240
Cl: -0.567 1.147 5.949  0.011
C: -0.904 -0.931 4.257  -0.052
Cl: -2.381 -0.192 3.778  0.004
C: -4.368 -0.778 -3.401  -0.626
C: -2.989 -1.354 -3.273  -0.079
O: -2.221 -0.292 -2.660  -0.493
C: -0.958 -0.715 -2.443  0.748
C: -0.252 0.470 -1.792  0.145
F: -0.889 1.653 -2.100  -0.311
C: 1.250 0.624 -1.990  0.748
O: 2.035 -0.255 -2.260  -0.538
O: 1.528 1.916 -1.736  -0.491
C: 2.945 2.188 -1.794  -0.076
C: 3.084 3.655 -1.507  -0.626
O: -0.525 -1.816 -2.677  -0.537
H: -4.990 -1.478 -3.948  0.209
H: -4.809 -0.608 -2.415  0.219
H: -4.370 0.184 -3.929  0.214
H: -2.940 -2.223 -2.599  0.204
H: -2.539 -1.611 -4.244  0.187
H: 3.423 1.565 -1.030  0.202
H: 3.326 1.922 -2.783  0.188
H: 4.119 3.955 -1.615  0.211
H: 2.491 4.277 -2.179  0.213
H: 2.771 3.888 -0.491  0.220

The HOMO-LUMO gap comes out at 6.059 eV. For the HOMO energy, the calculation gives -0.1313 Ha. The total charge is -1. The calculated total energy comes out at -3738.65947 a.u.

Record 6
Entry from OMol25: C13H10I2N3O2PtS as an isolated structure (wB97M-V/def2-TZVPD).

Each line ends with the natural charge from an NBO analysis.
CARTESIAN COORDINATES (ANGSTROEM)
Pt: -0.042 0.055 0.019  0.954
I: 5.363 0.007 0.438  0.100
C: 3.908 0.031 1.968  -0.252
C: 4.278 0.012 3.294  -0.229
C: 3.306 -0.040 4.272  -0.188
I: 3.944 -0.125 6.305  0.057
C: 1.940 -0.020 3.958  -0.140
C: 0.875 -0.078 4.882  -0.137
C: -0.423 0.023 4.434  -0.262
C: -0.672 0.204 3.080  0.052
N: 0.307 0.228 2.186  -0.454
C: 1.588 0.086 2.583  0.155
C: 2.572 0.043 1.532  0.339
O: 2.249 0.014 0.307  -0.730
H: 5.327 0.024 3.559  0.230
H: 1.080 -0.202 5.935  0.221
H: -1.244 0.000 5.134  0.217
H: -1.675 0.336 2.698  0.215
N: -1.870 -0.769 -3.903  -0.824
C: -1.331 -0.707 -2.660  0.701
O: -0.208 -0.274 -2.487  -0.605
C: -2.235 -1.230 -1.563  -0.545
C: -1.426 -1.555 -0.314  -0.535
H: -1.379 -0.338 -4.669  0.398
H: -2.818 -1.070 -4.045  0.388
H: -2.792 -2.103 -1.936  0.198
H: -2.952 -0.435 -1.339  0.253
H: -0.830 -2.459 -0.490  0.181
H: -2.087 -1.725 0.540  0.185
S: -3.140 3.722 0.123  -0.342
C: -2.141 2.511 -0.130  0.107
N: -1.418 1.638 -0.436  -0.708

The HOMO-LUMO gap comes out at 5.632 eV. For the HOMO energy, the calculation gives -0.1279 Ha. The total charge is -1. The calculated total energy comes out at -1929.06947 a.u. As for the energy relative to the best compared isomer or geometry (same formula, charge and spin): 55.2 kcal per mole.

Record 7
Entry from OMol25: C13H10N2S3Zn as an isolated structure (wB97M-V/def2-TZVPD).

Each line ends with the natural charge from an NBO analysis.
CARTESIAN COORDINATES (ANGSTROEM)
Zn: -0.007 0.185 0.461  1.403
C: -0.590 -0.664 -2.043  -0.305
C: 0.558 -1.104 -1.394  -0.366
C: 1.338 0.061 -1.021  -0.599
C: 0.618 1.207 -1.536  -0.368
C: -0.555 0.750 -2.128  -0.307
H: -1.392 -1.293 -2.398  0.231
H: 0.846 -2.127 -1.207  0.239
H: 2.390 0.046 -0.780  0.260
H: 0.952 2.231 -1.466  0.239
H: -1.324 1.372 -2.559  0.231
S: 1.619 -0.312 6.392  -0.134
C: 0.368 -0.318 5.317  -0.122
S: 0.560 0.465 3.763  0.396
C: -1.031 -0.038 3.299  -0.130
N: -1.655 -0.686 4.206  -0.281
N: -0.893 -0.836 5.348  -0.259
C: -1.546 -1.559 6.407  0.208
C: -2.791 -2.129 6.140  -0.247
C: -3.455 -2.827 7.133  -0.199
C: -2.899 -2.967 8.397  -0.215
C: -1.666 -2.396 8.654  -0.196
C: -0.982 -1.692 7.671  -0.260
S: -1.761 0.361 1.756  -0.368
H: -3.232 -2.026 5.163  0.246
H: -4.419 -3.265 6.911  0.216
H: -3.424 -3.512 9.170  0.215
H: -1.214 -2.491 9.632  0.216
H: -0.025 -1.256 7.893  0.253

The HOMO-LUMO gap comes out at 7.937 eV. For the HOMO energy, the calculation gives -0.3000 Ha. The total charge is 0. The calculated total energy comes out at -3584.76308 a.u.

Record 8
Entry from OMol25: C13H10N3NiO3 as an isolated structure (wB97M-V/def2-TZVPD).

Each line ends with the natural charge from an NBO analysis.
CARTESIAN COORDINATES (ANGSTROEM)
Ni: -0.185 1.561 -0.654  1.041
O: 0.633 -2.949 1.905  -0.720
C: 0.059 -2.178 2.843  0.428
C: -0.092 -2.713 4.124  -0.318
C: -0.686 -1.972 5.129  -0.190
C: -1.142 -0.681 4.878  -0.280
C: -0.989 -0.146 3.612  -0.139
C: -0.390 -0.870 2.585  -0.233
C: -0.215 -0.203 1.267  0.590
O: -0.523 1.016 1.148  -0.664
N: 0.281 -0.960 0.282  -0.517
N: 0.544 -0.162 -0.803  -0.292
C: 0.485 -0.600 -2.023  -0.052
C: 0.536 0.461 -3.008  0.139
C: 0.851 0.319 -4.362  -0.246
C: 0.839 1.438 -5.169  -0.188
C: 0.505 2.677 -4.620  -0.296
C: 0.202 2.755 -3.274  0.077
N: 0.224 1.680 -2.495  -0.448
H: 0.643 -2.418 1.058  0.507
H: 0.266 -3.719 4.302  0.209
H: -0.794 -2.404 6.117  0.198
H: -1.606 -0.097 5.662  0.202
H: -1.322 0.858 3.386  0.241
H: 0.301 -1.631 -2.304  0.184
H: 1.110 -0.657 -4.752  0.209
H: 1.090 1.355 -6.220  0.203
H: 0.472 3.570 -5.229  0.210
H: -0.098 3.656 -2.749  0.262
O: -0.998 3.015 -0.637  -1.119

The HOMO-LUMO gap (alpha / beta) comes out at 5.539 / 5.523 eV. For the HOMO energy (alpha / beta), the calculation gives -0.1035 / -0.1029 Ha. The total charge is -1. The calculated total energy comes out at -2399.67523 a.u. As for the energy relative to the best compared isomer or geometry (same formula, charge and spin): 0.0 kcal per mole.

Copy entry 6 word for word.
Entry from OMol25: C13H10I2N3O2PtS as an isolated structure (wB97M-V/def2-TZVPD).

Each line ends with the natural charge from an NBO analysis.
CARTESIAN COORDINATES (ANGSTROEM)
Pt: -0.042 0.055 0.019  0.954
I: 5.363 0.007 0.438  0.100
C: 3.908 0.031 1.968  -0.252
C: 4.278 0.012 3.294  -0.229
C: 3.306 -0.040 4.272  -0.188
I: 3.944 -0.125 6.305  0.057
C: 1.940 -0.020 3.958  -0.140
C: 0.875 -0.078 4.882  -0.137
C: -0.423 0.023 4.434  -0.262
C: -0.672 0.204 3.080  0.052
N: 0.307 0.228 2.186  -0.454
C: 1.588 0.086 2.583  0.155
C: 2.572 0.043 1.532  0.339
O: 2.249 0.014 0.307  -0.730
H: 5.327 0.024 3.559  0.230
H: 1.080 -0.202 5.935  0.221
H: -1.244 0.000 5.134  0.217
H: -1.675 0.336 2.698  0.215
N: -1.870 -0.769 -3.903  -0.824
C: -1.331 -0.707 -2.660  0.701
O: -0.208 -0.274 -2.487  -0.605
C: -2.235 -1.230 -1.563  -0.545
C: -1.426 -1.555 -0.314  -0.535
H: -1.379 -0.338 -4.669  0.398
H: -2.818 -1.070 -4.045  0.388
H: -2.792 -2.103 -1.936  0.198
H: -2.952 -0.435 -1.339  0.253
H: -0.830 -2.459 -0.490  0.181
H: -2.087 -1.725 0.540  0.185
S: -3.140 3.722 0.123  -0.342
C: -2.141 2.511 -0.130  0.107
N: -1.418 1.638 -0.436  -0.708

The HOMO-LUMO gap comes out at 5.632 eV. For the HOMO energy, the calculation gives -0.1279 Ha. The total charge is -1. The calculated total energy comes out at -1929.06947 a.u. As for the energy relative to the best compared isomer or geometry (same formula, charge and spin): 55.2 kcal per mole.